# 1
Below is a structure of composition C26H37BrN7O2PReS, with properties calculated with ωB97M-V/def2-TZVPD.

CARTESIAN COORDINATES (ANGSTROEM)
Re: -0.67 -2.04 -0.03
N: -4.49 -0.45 -1.48
C: -3.48 -0.97 -0.75
S: -2.43 -2.14 -1.56
N: -3.31 -0.62 0.48
N: -2.28 -1.33 1.06
C: -2.46 -1.62 2.32
C: -1.79 -2.68 3.00
C: -1.98 -2.84 4.39
C: -1.54 -3.97 5.03
C: -0.95 -5.00 4.29
C: -0.77 -4.90 2.93
C: -1.16 -3.72 2.27
O: -0.96 -3.65 0.96
H: -4.68 -0.79 -2.40
H: -5.21 0.07 -1.00
H: -3.27 -1.10 2.82
H: -2.49 -2.05 4.94
H: -1.68 -4.08 6.09
H: -0.63 -5.90 4.80
H: -0.33 -5.69 2.34
C: 2.97 -1.03 4.35
C: 2.35 -1.47 3.06
C: 3.02 -2.37 2.21
C: 2.49 -2.81 1.01
C: 1.24 -2.29 0.73
Br: 0.38 -3.29 -1.94
N: 0.60 -1.50 1.53
C: 1.09 -1.04 2.69
H: 4.03 -0.84 4.23
H: 2.85 -1.80 5.11
H: 2.50 -0.12 4.73
H: 4.00 -2.73 2.51
H: 3.00 -3.49 0.34
H: 0.48 -0.36 3.28
O: -0.13 -0.29 -0.75
P: 0.24 1.12 -1.27
N: 1.83 1.29 -1.04
C: 2.75 0.16 -0.83
C: 4.02 0.52 -1.63
C: 3.76 1.92 -2.22
C: 2.63 2.48 -1.37
N: -0.26 1.21 -2.81
C: -0.06 2.47 -3.57
C: -0.98 2.31 -4.78
C: -0.98 0.80 -5.01
C: -1.05 0.24 -3.59
N: -0.52 2.28 -0.44
C: -1.95 2.52 -0.73
C: -2.36 3.54 0.33
C: -1.09 4.37 0.50
C: 0.03 3.34 0.44
H: 2.31 -0.77 -1.18
H: 2.98 0.06 0.24
H: 4.20 -0.21 -2.42
H: 4.90 0.51 -0.99
H: 3.44 1.83 -3.26
H: 4.64 2.56 -2.20
H: 2.03 3.23 -1.90
H: 3.01 2.93 -0.46
H: 0.98 2.56 -3.88
H: -0.31 3.34 -2.96
H: -0.62 2.87 -5.64
H: -1.98 2.66 -4.54
H: -0.05 0.48 -5.48
H: -1.81 0.46 -5.63
H: -0.64 -0.77 -3.51
H: -2.09 0.22 -3.24
H: -2.52 1.59 -0.66
H: -2.08 2.93 -1.74
H: -2.61 3.03 1.26
H: -3.22 4.13 0.02
H: -1.07 4.95 1.42
H: -0.99 5.08 -0.33
H: 0.24 2.93 1.43
H: 0.95 3.75 0.04

## Properties
Kohn-Sham gap (alpha / beta): 5.87 / 6.41 eV
HOMO (alpha / beta): -14.05 / -14.05 eV
ΔE to the lowest compared entry with this formula, charge and spin: 12.0 kcal per mole
Total charge: +2
Calculated total energy: -134374.4074 eV
M: 808.78 g mol⁻¹
Spin multiplicity: 2

Here are the Löwdin charges for atoms 1 to 6, given in e: number 1, Re, carries 1.2766; number 2, N, carries 0.1208; number 3, C, carries -0.7723; number 4, S, carries 0.6918; number 5, N, carries 0.0290; number 6, N, carries -0.1806



# 2
Below is a structure of composition C26H37BrN7O2PReS, with properties calculated with ωB97M-V/def2-TZVPD.

CARTESIAN COORDINATES (ANGSTROEM)
Re: 1.31 0.30 0.40
N: 5.06 2.29 -0.56
C: 4.11 1.39 -0.26
S: 2.47 1.76 -0.89
N: 4.37 0.33 0.42
N: 3.27 -0.50 0.62
C: 3.58 -1.72 0.88
C: 2.63 -2.78 1.15
C: 3.13 -4.03 1.54
C: 2.28 -5.08 1.83
C: 0.91 -4.90 1.73
C: 0.39 -3.67 1.33
C: 1.25 -2.63 1.04
O: 0.68 -1.44 0.65
H: 4.86 3.11 -1.10
H: 6.00 2.14 -0.23
H: 4.64 -1.96 0.92
H: 4.20 -4.17 1.61
H: 2.68 -6.04 2.13
H: 0.23 -5.71 1.96
H: -0.68 -3.52 1.25
C: 2.39 -0.90 5.53
C: 1.98 0.22 4.62
C: 1.67 1.50 5.09
C: 1.29 2.48 4.20
C: 1.20 2.19 2.85
Br: 0.75 3.58 1.68
N: 1.50 0.97 2.37
C: 1.89 0.02 3.26
H: 2.52 -0.54 6.55
H: 3.34 -1.33 5.20
H: 1.65 -1.69 5.53
H: 1.73 1.73 6.14
H: 1.06 3.49 4.53
H: 2.13 -0.95 2.85
O: -0.57 1.07 0.11
P: -1.42 0.96 -1.17
N: -0.50 0.66 -2.49
C: 0.37 -0.51 -2.44
C: 1.16 -0.47 -3.74
C: 0.24 0.31 -4.68
C: -0.37 1.37 -3.78
N: -2.36 -0.35 -0.96
C: -3.06 -1.01 -2.09
C: -3.83 -2.17 -1.43
C: -3.06 -2.42 -0.14
C: -2.69 -1.02 0.31
N: -2.16 2.39 -1.39
C: -2.70 3.06 -0.18
C: -3.68 4.08 -0.74
C: -4.25 3.37 -1.96
C: -3.03 2.69 -2.56
H: -0.18 -1.44 -2.26
H: 1.12 -0.43 -1.61
H: 1.44 -1.46 -4.10
H: 2.08 0.10 -3.58
H: -0.54 -0.34 -5.08
H: 0.77 0.74 -5.53
H: -1.35 1.68 -4.14
H: 0.26 2.25 -3.68
H: -2.33 -1.37 -2.82
H: -3.74 -0.34 -2.60
H: -3.88 -3.04 -2.08
H: -4.85 -1.86 -1.20
H: -2.16 -3.00 -0.35
H: -3.65 -2.96 0.60
H: -1.83 -0.98 0.98
H: -3.54 -0.53 0.80
H: -1.90 3.50 0.40
H: -3.23 2.34 0.46
H: -3.14 4.98 -1.05
H: -4.43 4.37 -0.01
H: -4.74 4.03 -2.66
H: -4.98 2.61 -1.64
H: -2.50 3.37 -3.24
H: -3.29 1.79 -3.12

## Properties
Kohn-Sham gap (alpha / beta): 6.62 / 6.53 eV
HOMO (alpha / beta): -13.67 / -13.57 eV
ΔE to the lowest compared entry with this formula, charge and spin: 8.5 kcal per mole
Total charge: +2
Calculated total energy: -134374.5584 eV
M: 808.78 g mol⁻¹
Spin multiplicity: 2

Here are the Löwdin charges for atoms 1 to 6, given in e: number 1, Re, carries 1.3139; number 2, N, carries 0.1211; number 3, C, carries -0.7427; number 4, S, carries 0.6856; number 5, N, carries 0.0254; number 6, N, carries -0.1806



# 3
Below is a structure of composition C26H37Cl3N4O5S5Ti, with properties calculated with ωB97M-V/def2-TZVPD.

CARTESIAN COORDINATES (ANGSTROEM)
Ti: -0.61 -0.35 -1.57
C: 0.25 -1.55 -5.17
C: 0.46 -0.05 -5.33
S: 0.62 0.86 -3.73
C: -0.42 2.32 -4.14
C: -1.87 2.05 -4.53
S: -2.77 0.75 -3.56
C: -3.01 -0.58 -4.80
C: -2.53 -1.94 -4.32
S: -0.80 -2.07 -3.75
H: 1.21 -2.04 -4.96
H: -0.15 -1.98 -6.09
H: -0.38 0.39 -5.86
H: 1.37 0.13 -5.89
H: 0.08 2.84 -4.96
H: -0.34 2.94 -3.24
H: -1.95 1.79 -5.58
H: -2.44 2.97 -4.39
H: -2.54 -0.28 -5.73
H: -4.09 -0.64 -4.95
H: -2.68 -2.68 -5.11
H: -3.07 -2.25 -3.42
O: -2.31 -2.30 1.00
S: -2.09 -1.12 0.24
O: -2.99 0.00 0.39
O: -2.04 -1.41 -1.29
O: -0.68 -0.57 0.39
C: 0.34 3.97 1.16
C: -0.74 3.50 0.19
C: -0.85 4.51 -0.95
C: -2.07 3.33 0.93
N: -0.27 2.21 -0.39
N: -1.29 1.51 -1.12
H: 0.18 5.01 1.43
H: 1.33 3.89 0.70
H: 0.31 3.38 2.07
H: -1.08 5.49 -0.54
H: -1.65 4.26 -1.65
H: 0.09 4.57 -1.48
H: -2.26 4.20 1.55
H: -2.04 2.44 1.57
H: -2.91 3.22 0.24
H: -0.02 1.59 0.39
H: -1.74 2.19 -1.74
H: -2.05 1.14 -0.49
Cl: -0.83 -4.83 5.18
C: 0.31 -3.84 4.38
C: 0.02 -3.29 3.14
C: 0.92 -2.42 2.55
C: 2.13 -2.08 3.16
C: 3.06 -1.05 2.58
C: 3.69 -1.48 1.23
N: 2.72 -1.62 0.17
C: 2.18 -2.80 -0.25
C: 1.24 -2.49 -1.19
N: 1.20 -1.12 -1.35
C: 2.10 -0.63 -0.50
O: 2.52 0.26 2.39
C: 1.20 0.59 2.78
C: 0.71 0.15 4.12
C: 1.39 0.23 5.30
Cl: 2.96 0.84 5.53
S: 0.47 -0.39 6.64
C: -0.85 -0.73 5.60
C: -0.59 -0.40 4.31
C: 2.43 -2.71 4.37
Cl: 3.94 -2.44 5.18
C: 1.53 -3.56 4.99
H: -0.91 -3.49 2.64
H: 0.62 -1.96 1.62
H: 3.91 -0.93 3.26
H: 4.19 -2.44 1.37
H: 4.42 -0.72 0.95
H: 2.50 -3.74 0.14
H: 0.58 -3.15 -1.73
H: 2.31 0.41 -0.35
H: 0.48 0.23 2.03
H: 1.22 1.69 2.76
H: -1.74 -1.16 6.00
H: -1.28 -0.54 3.50
H: 1.76 -3.99 5.95

## Properties
Kohn-Sham gap (alpha / beta): 7.75 / 7.98 eV
HOMO (alpha / beta): -10.22 / -10.22 eV
ΔE to the lowest compared entry with this formula, charge and spin: 55.7 kcal per mole
Total charge: +1
Calculated total energy: -158616.1537 eV
M: 800.17 g mol⁻¹
Spin multiplicity: 2

Here are the Löwdin charges for atoms 1 to 6, given in e: number 1, Ti, carries 0.6831; number 2, C, carries -0.4436; number 3, C, carries -0.4445; number 4, S, carries 0.8843; number 5, C, carries -0.4808; number 6, C, carries -0.4617



- Which of these has the highest ΔE to the lowest compared entry with this formula, charge and spin?
  C26H37Cl3N4O5S5Ti



- The lowest calculated total energy belongs to which entry?
  C26H37Cl3N4O5S5Ti



- Which of these has the lowest ΔE to the lowest compared entry with this formula, charge and spin?
  number 2



- Which value of spin multiplicity does entry 2 give?
  2